P) ORCA calculation (ωB97M-V with the def2-TZVPD basis set) on a 2-piece molecular cluster, C6H8S overall.

XYZ file:
```
15
Properties=species:S:1:pos:R:3:lowdin_charge:R:1
C -0.74 0.07 0.32 -0.108
C -0.87 -0.87 -0.61 -0.074
C 0.29 1.16 -0.05 -0.152
C -0.11 0.69 -2.56 0.017
C 0.85 0.76 -1.42 -0.222
C -0.17 -0.35 -1.77 -0.130
S 1.00 -2.25 2.70 0.478
H -1.39 0.16 1.19 0.103
H -1.42 -1.85 -0.52 0.122
H -0.01 2.22 0.19 0.120
H 1.19 1.05 0.62 0.117
H -0.38 1.45 -3.29 0.098
H 2.00 -3.01 2.44 -0.288
H 1.86 0.55 -1.60 0.088
H 1.11 -2.51 4.08 -0.169
```

Computed properties:
net charge = 0
LUMO energy = 0.7771 eV
multiplicity = 1
HOMO energy = -8.577 eV

---

Q) ORCA calculation (ωB97M-V with the def2-TZVPD basis set) on the molecule C6H8S.

XYZ file:
```
15
Properties=species:S:1:pos:R:3:lowdin_charge:R:1
C -0.90 1.29 -0.13 -0.068
C 0.37 1.31 0.32 -0.139
C -1.21 0.02 -0.84 -0.138
C 0.35 -1.45 0.61 0.020
C 0.08 -0.80 -0.65 -0.344
C 1.12 0.15 -0.04 -0.701
S 2.81 0.18 -0.31 0.830
H -1.72 2.06 -0.05 0.122
H 0.87 1.89 1.05 0.092
H -2.12 -0.29 -0.39 0.106
H -1.28 0.02 -1.88 0.092
H -0.29 -1.40 1.50 0.100
H 1.08 -2.18 0.52 0.051
H 0.58 -1.29 -1.52 0.143
H 2.90 0.83 0.77 -0.165
```

Computed properties:
net charge = 0
LUMO energy = 0.9704 eV
multiplicity = 1
HOMO energy = -7.416 eV

---

Relative stability in hartree, measured from the most stable structure: P) 0.0532; Q) 0.0000

---

P) ORCA calculation (ωB97M-V with the def2-TZVPD basis set) on the molecule C4H7P.

XYZ file:
```
12
Properties=species:S:1:pos:R:3:lowdin_charge:R:1
C 1.28 -0.88 2.18 -0.010
C 0.28 -0.56 1.37 -0.337
C -1.35 1.89 -1.90 -0.256
C 0.36 -0.62 -0.01 -0.393
P -0.55 0.25 -1.33 0.925
H 1.03 -0.84 3.20 0.021
H 2.36 -1.30 2.02 0.104
H -0.66 -0.27 1.79 0.092
H -1.76 2.47 -1.07 -0.050
H -2.07 1.60 -2.61 -0.086
H 1.15 -1.20 -0.53 0.054
H -0.04 -0.50 -2.36 -0.064
```

Computed properties:
net charge = 0
LUMO energy (alpha / beta) = -0.5366 / -0.4634 eV
multiplicity = 1
HOMO energy (alpha / beta) = -7.527 / -7.477 eV

---

Q) ORCA calculation (ωB97M-V with the def2-TZVPD basis set) on the molecule C4H7P.

XYZ file:
```
12
Properties=species:S:1:pos:R:3:lowdin_charge:R:1
C -1.15 0.04 0.32 -0.566
C 1.24 0.70 -0.37 -0.045
C 1.23 -0.73 -0.03 -0.185
C -0.11 -0.32 -0.56 -0.321
P -2.79 0.03 -0.13 0.758
H -0.85 0.23 1.29 0.026
H 1.21 1.43 0.45 0.107
H 1.67 1.04 -1.18 0.030
H 1.73 -1.54 -0.52 0.102
H 1.26 -0.86 1.06 0.110
H -0.16 -0.54 -1.58 0.103
H -3.28 0.51 1.25 -0.120
```

Computed properties:
net charge = 0
LUMO energy = 0.4847 eV
multiplicity = 1
HOMO energy = -8.244 eV

---

Relative stability in hartree, measured from the most stable structure: P) 0.0812; Q) 0.0000

---

P) ORCA calculation (ωB97M-V with the def2-TZVPD basis set) on a 2-piece molecular cluster, HN2O2S overall.

XYZ file:
```
6
Properties=species:S:1:pos:R:3:lowdin_charge:R:1
N -2.52 -0.39 0.03 -0.313
N -3.59 -0.53 -0.19 0.277
O 2.49 0.01 -0.25 -0.357
O -1.40 -0.24 0.25 0.041
S 1.63 1.27 0.02 1.216
H 3.39 -0.12 0.13 0.135
```

Computed properties:
net charge = +1
LUMO energy (alpha / beta) = -9.7060 / -9.6951 eV
multiplicity = 1
HOMO energy (alpha / beta) = -15.301 / -15.306 eV

---

Q) ORCA calculation (ωB97M-V with the def2-TZVPD basis set) on a 2-piece molecular cluster, HN2O2S overall.

XYZ file:
```
6
Properties=species:S:1:pos:R:3:lowdin_charge:R:1
N 2.08 -0.48 0.11 -0.299
N 3.14 -0.73 0.29 0.291
O -2.08 0.19 -0.08 -0.377
O 0.95 -0.27 -0.01 0.028
S -1.53 1.43 0.54 1.200
H -2.56 -0.14 -0.85 0.158
```

Computed properties:
net charge = +1
LUMO energy (alpha / beta) = -9.1624 / -9.1324 eV
multiplicity = 1
HOMO energy (alpha / beta) = -15.768 / -15.768 eV

---

Relative stability in hartree, measured from the most stable structure: P) 0.0000; Q) 0.0040

---

P) ORCA calculation (ωB97M-V with the def2-TZVPD basis set) on the molecule C2H3N3O.

XYZ file:
```
9
Properties=species:S:1:pos:R:3:lowdin_charge:R:1
C 0.28 -0.69 0.55 -0.003
C 0.63 0.47 1.21 -0.167
H -1.15 -0.18 -2.27 0.155
H 0.20 -1.74 0.83 0.113
H 1.13 0.53 2.13 0.076
N -0.28 -0.19 -0.64 -0.242
N 0.34 1.53 0.45 -0.016
N -0.25 1.15 -0.67 0.034
O -0.90 -0.88 -1.59 0.048
```

Computed properties:
net charge = 0
LUMO energy = 0.8089 eV
multiplicity = 1
HOMO energy = -10.024 eV

---

Q) ORCA calculation (ωB97M-V with the def2-TZVPD basis set) on the molecule C2H3N3O.

XYZ file:
```
9
Properties=species:S:1:pos:R:3:lowdin_charge:R:1
N 0.18 -0.31 -1.71 0.118
C 0.02 0.02 -0.49 -0.429
N 1.18 0.24 0.24 0.064
O 0.89 0.10 1.60 -0.077
N -0.46 0.19 1.73 0.067
C -1.01 0.19 0.56 -0.046
H 1.91 -0.37 -0.12 0.150
H -0.62 -0.30 -2.31 0.039
H -2.09 0.23 0.50 0.115
```

Computed properties:
net charge = 0
LUMO energy = 0.4488 eV
multiplicity = 1
HOMO energy = -9.274 eV

---

R) ORCA calculation (ωB97M-V with the def2-TZVPD basis set) on the molecule C2H3N3O.

XYZ file:
```
9
Properties=species:S:1:pos:R:3:lowdin_charge:R:1
C 1.17 1.17 -1.14 -0.020
C 0.33 0.29 -0.39 -0.530
H 2.03 0.60 -1.73 0.140
H 0.45 1.68 -1.83 0.098
H 1.49 1.90 -0.23 0.147
N -0.70 -0.36 -0.83 0.099
N -1.20 -0.97 0.31 -0.018
N -0.58 -0.66 1.33 0.060
O 0.55 0.12 0.91 0.023
```

Computed properties:
net charge = 0
LUMO energy = 0.7250 eV
multiplicity = 1
HOMO energy = -11.356 eV

---

S) ORCA calculation (ωB97M-V with the def2-TZVPD basis set) on a 2-piece molecular cluster, C2H3N3O overall.

XYZ file:
```
9
Properties=species:S:1:pos:R:3:lowdin_charge:R:1
O -2.40 -0.75 -0.02 0.045
C -1.16 -0.27 -0.10 -0.183
N -0.10 -0.89 0.07 -0.106
N 1.06 -1.27 -0.13 0.117
N 2.15 2.56 -0.10 0.044
C 1.13 2.04 -0.23 -0.107
H -2.40 -1.72 0.07 0.117
H 1.55 -1.26 0.78 0.078
H 0.17 1.55 -0.34 -0.006
```

Computed properties:
net charge = 0
LUMO energy = -0.6363 eV
multiplicity = 1
HOMO energy = -10.017 eV

---

Relative stability in hartree, measured from the most stable structure: P) 0.0139; Q) 0.0310; R) 0.0000; S) 0.0596